{
  "formula": "C4H12",
  "method": "ωB97M-V/def2-TZVPD",
  "total_charge": 0,
  "homo_energy_ev": -11.5,
  "fmax_ha_per_bohr": 0.0253,
  "smiles": "CC.CC",
  "relative_energy_kcal_mol": 7.2,
  "species": ["C", "C", "H", "H", "H", "H", "H", "H", "C", "C", "H", "H", "H", "H", "H", "H"],
  "xyz": [[1.430, -0.817, -0.242], [2.027, -0.690, -1.650], [1.673, -0.003, 0.439], [0.349, -0.934, -0.277], [1.783, -1.722, 0.248], [2.115, -1.698, -2.051], [1.327, -0.124, -2.275], [2.951, -0.109, -1.693], [-1.946, 0.349, 1.560], [-1.515, 1.141, 0.327], [-1.251, 0.490, 2.389], [-2.969, 0.613, 1.842], [-2.024, -0.701, 1.310], [-0.500, 1.510, 0.401], [-2.105, 2.039, 0.106], [-1.581, 0.661, -0.654]]
}